Run w
Density functional theory data (ωB97M-V with the def2-TZVPD basis set) for the ion C4H10N with charge +1.

Geometry (Å):
H 0.55 -1.75 -2.45
H 1.16 0.57 1.63
H 1.25 0.75 -0.99
C 0.66 -0.16 -0.86
C -0.94 1.14 1.40
H -0.66 -0.59 -2.34
H -1.85 0.51 1.34
H -1.18 1.72 2.28
N 0.34 -0.78 -2.20
H -0.68 1.88 0.64
H 0.82 -0.30 -2.97
C 0.24 -0.72 0.25
C 0.20 0.08 1.50
H 0.05 -1.81 0.39
H 0.04 -0.54 2.39

Calculated values
- E_HOMO (eV) = -14.7
- 2S+1 = 1
- SMILES = CC/C=C/[NH3+]
- net charge = +1

=====

Run x
Density functional theory data (ωB97M-V with the def2-TZVPD basis set) for a structure of composition C4H10N.

Geometry (Å):
H 0.84 0.33 -1.73
C -2.38 0.60 0.05
C 1.35 0.25 1.14
H -2.88 -0.35 0.23
H 0.77 -1.78 0.55
C 1.23 -0.55 -1.23
H 2.38 0.04 1.40
C 0.75 -0.75 0.18
H -0.46 -0.42 0.17
H 2.32 -0.53 -1.21
H 0.75 0.28 2.05
H 0.95 -1.43 -1.80
H 1.23 1.23 0.68
H -2.96 1.50 -0.18
N -1.21 0.61 -0.25

Calculated values
- E_HOMO (eV) = -16.4
- 2S+1 = 1
- net charge = +1

=====

Run y
Density functional theory data (ωB97M-V with the def2-TZVPD basis set) for the ion C4H10N with charge +1.

Geometry (Å):
C 0.17 -1.57 -1.70
H 1.25 0.03 -1.02
H 0.00 -1.06 -2.76
H 1.47 -1.52 -0.18
C -0.09 -0.17 0.34
H -0.76 -1.82 -1.21
H 0.59 -2.55 -1.85
H -0.34 2.83 1.01
C 0.80 -0.78 -0.69
H 1.15 0.90 1.91
H -1.47 1.70 0.72
N -0.72 1.95 1.36
H -1.15 1.94 2.38
C 0.24 0.66 1.30
H -1.13 -0.53 0.37

Calculated values
- E_HOMO (eV) = -14.2
- 2S+1 = 1
- SMILES = CC/C=C/[NH3+]
- net charge = +1

=====

Run z
Density functional theory data (ωB97M-V with the def2-TZVPD basis set) for the ion C4H10N with charge +1.

Geometry (Å):
H -2.25 0.40 0.38
C -1.60 0.35 1.17
H 0.63 0.81 -1.95
H 1.48 -1.47 -1.52
H -0.44 -1.70 1.29
N 0.34 -0.26 -0.16
H -1.16 1.26 1.15
C -0.49 -0.65 0.78
H 1.63 -1.77 0.23
H -0.78 1.14 -0.84
C 1.46 -1.01 -0.52
H 2.43 -0.38 -0.61
C 0.28 0.99 -0.86
H -2.27 0.19 2.10
H 0.81 1.87 -0.47

Calculated values
- E_HOMO (eV) = -16.3
- 2S+1 = 1
- SMILES = CC=[N+](C)C
- net charge = +1

=====

Most stable of them? run w.

=====

Run w
Density functional theory data (ωB97M-V with the def2-TZVPD basis set) for a cluster of 3 separate species, C2H12N2O2 in total.

Geometry (Å):
C 1.72 0.62 0.25
N 1.71 1.80 -0.66
H 2.93 -0.38 -2.16
O 2.49 -0.99 -2.77
H 0.48 -0.62 -0.99
H 1.41 1.53 -1.58
H -6.22 -0.82 2.46
H 0.49 -1.04 0.72
H 2.60 0.01 0.10
H -6.32 -2.11 3.18
N -0.87 0.41 0.18
H -0.85 0.86 1.09
H 2.66 -1.82 -2.30
H 1.67 1.05 1.25
O -6.05 -1.75 2.34
H -0.93 1.22 -0.43
C 0.47 -0.20 0.02
H 2.64 2.21 -0.73

Calculated values
- E_HOMO (eV) = -9.5
- 2S+1 = 1
- SMILES = NCCN.O.O
- net charge = 0

=====

Run x
Density functional theory data (ωB97M-V with the def2-TZVPD basis set) for a cluster of 3 separate species, C2H12N2O2 in total.

Geometry (Å):
H 1.16 -5.63 2.62
H -1.26 0.99 -0.93
H 1.14 0.92 -2.21
H 2.03 -1.24 -1.32
H 0.30 -0.49 -1.95
H -0.07 2.07 -1.11
C 0.68 0.30 -1.40
N -0.25 1.18 -0.64
N 1.33 -0.80 0.68
H 0.84 -6.73 1.64
O 0.43 -6.17 2.33
O -3.98 5.47 0.16
H 2.61 0.35 -0.58
H -3.76 6.30 0.62
C 1.74 -0.39 -0.62
H 0.33 -1.14 0.74
H -4.63 4.97 0.65
H 1.36 0.04 1.33

Calculated values
- E_HOMO (eV) = -9.0
- 2S+1 = 1
- SMILES = NCCN.O.O
- net charge = 0

=====

Run y
Density functional theory data (ωB97M-V with the def2-TZVPD basis set) for a cluster of 3 separate species, C2H12N2O2 in total.

Geometry (Å):
H -2.14 -0.65 0.53
H 0.59 0.31 -1.71
O -2.88 -1.28 0.57
H -1.21 1.42 -1.36
H -2.83 -1.96 -0.04
H 0.66 -0.54 1.10
H 3.80 -1.75 -0.88
H 1.08 1.23 -0.19
H -2.16 2.31 0.67
O 3.78 -1.01 -0.35
H 0.13 -1.56 -0.23
H -0.73 1.70 1.78
H 2.75 -0.97 -0.15
C 0.41 0.43 -0.63
N 0.67 -0.77 0.14
H -0.51 2.88 0.37
N -0.99 0.98 -0.42
C -1.13 1.97 0.69

Calculated values
- E_HOMO (eV) = -9.5
- 2S+1 = 1
- SMILES = CNCN.O.O
- net charge = 0

=====

Most stable of them? run w.

=====

Run w
Density functional theory data (ωB97M-V with the def2-TZVPD basis set) for a cluster of 2 separate species, C3H9N3 in total.

Geometry (Å):
H 3.92 1.25 0.07
H -2.49 1.93 0.52
C 1.64 -0.72 0.10
N 2.71 -0.38 0.09
H -1.92 1.51 -0.95
H 0.64 -0.99 0.04
H 4.15 -0.32 1.05
C -2.61 1.11 -0.21
H -3.81 -1.26 0.10
H -3.71 1.19 -0.45
N -2.79 -1.12 0.18
N -2.02 -0.13 0.02
H -2.30 -2.00 0.14
C 4.00 0.16 0.08
H 4.60 -0.22 -0.77

Calculated values
- E_HOMO (eV) = -21.2
- 2S+1 = 1
- net charge = +2

=====

Run x
Density functional theory data (ωB97M-V with the def2-TZVPD basis set) for the ion C3H9N3 with charge +2.

Geometry (Å):
C -0.25 -0.28 -0.04
N 1.09 1.48 -0.37
H -0.67 -1.17 -0.34
C -0.97 -0.73 2.30
H -1.49 -1.69 1.97
H 1.44 2.36 -0.77
H 1.16 0.73 -2.89
H -0.27 -1.13 2.97
H -0.40 -0.05 -2.99
H -1.65 -0.17 3.01
C 0.46 0.17 -2.36
H 0.95 -0.79 -2.15
H 0.44 0.71 1.43
N 0.43 0.63 -0.99
N -0.28 -0.06 1.23

Calculated values
- E_HOMO (eV) = -21.9
- 2S+1 = 1
- SMILES = [H]/N=[N+](C)/C=[NH+]/C
- net charge = +2

=====

Most stable of them? run w.

=====

Run w
Density functional theory data (ωB97M-V with the def2-TZVPD basis set) for a cluster of 2 separate species, C3H2F2 in total.

Geometry (Å):
C -0.43 -0.56 -0.52
C -0.25 1.06 0.06
H 0.25 -0.81 -1.30
F 2.65 -0.37 1.46
H -0.80 1.99 0.05
F -1.57 -1.28 -0.45
C 0.14 -0.02 0.69

Calculated values
- E_HOMO (spin up / spin down) (eV) = -9.4 / -11.7
- 2S+1 = 1
- net charge = 0

=====

Run x
Density functional theory data (ωB97M-V with the def2-TZVPD basis set) for an isolated molecule of C3H2F2.

Geometry (Å):
F 2.66 0.51 0.02
C 2.06 -0.66 0.01
H -0.35 1.54 -0.05
C -0.48 0.46 0.00
H 0.12 -1.51 0.04
C 0.53 -0.50 0.01
F -1.74 0.09 0.04

Calculated values
- E_HOMO (eV) = -9.5
- 2S+1 = 1
- net charge = 0

=====

Most stable of them? run x.